[1]
Formula: C31H25IrN7O3S
Source: the Open Molecules 2025 dataset
Level of theory: ωB97M-V/def2-TZVPD

Summary:
Charge: +4
Max |F|, eV/Å: 0.6
<S²>: 0.770
Total energy, Eh: -2306.3562
2S+1: 2
Frontier orbital gap (alpha / beta), eV: 6.7 / 4.0
LUMO energy (alpha / beta), eV: -12.49 / -15.17
ΔE to the lowest compared entry with this formula, charge and spin, eV: 0.000

```
68
C31H25IrN7O3S | the Open Molecules 2025 dataset | ωB97M-V/def2-TZVPD
Ir -0.047 0.082 0.183
N 4.113 0.338 -0.598
C 3.116 -0.513 -0.393
N 2.005 0.197 -0.203
C 2.428 1.504 -0.313
N 3.701 1.613 -0.551
C 1.441 2.564 -0.159
C 1.708 3.920 -0.272
N 0.750 4.829 -0.142
C -0.479 4.395 0.086
C -0.780 3.040 0.202
N 0.185 2.123 0.087
H 5.091 0.135 -0.782
H 3.226 -1.584 -0.385
H 2.717 4.265 -0.473
H -1.265 5.134 0.182
H -1.791 2.704 0.377
O -6.356 -0.714 -4.307
C -5.067 -0.969 -4.137
O -4.445 -1.665 -4.886
C -4.385 -0.506 -2.862
C -3.001 -0.353 -2.948
C -2.277 -0.084 -1.808
C -2.917 0.005 -0.571
C -4.298 -0.114 -0.480
C -5.027 -0.354 -1.637
N -2.047 0.167 0.540
C -2.373 0.338 1.768
C -1.268 0.434 2.716
C -1.419 0.633 4.073
C -0.287 0.698 4.882
C 0.961 0.548 4.303
C 1.060 0.348 2.933
N -0.027 0.297 2.160
H -6.712 -0.049 -3.703
H -2.529 -0.466 -3.915
H -1.191 0.057 -1.911
H -4.820 -0.058 0.467
H -6.100 -0.479 -1.554
H -3.403 0.412 2.098
H -2.412 0.742 4.490
H -0.384 0.863 5.947
H 1.865 0.590 4.895
H 2.016 0.235 2.444
O -0.392 -2.006 0.125
S 0.480 -3.125 -0.482
C 0.784 -4.290 0.808
C 1.811 -5.204 0.572
C 2.059 -6.172 1.531
C 1.303 -6.204 2.698
C 0.293 -5.270 2.923
C 0.018 -4.300 1.973
C -0.669 -4.086 -1.478
C -0.345 -4.355 -2.772
C -1.203 -5.218 -3.525
C -2.368 -5.791 -2.948
C -2.686 -5.507 -1.645
C -1.841 -4.664 -0.896
H 2.403 -5.167 -0.336
H 2.848 -6.895 1.374
H 1.504 -6.963 3.443
H -0.278 -5.304 3.841
H -0.761 -3.565 2.134
H 0.537 -3.944 -3.247
H -0.958 -5.437 -4.558
H -2.987 -6.446 -3.549
H -3.567 -5.931 -1.180
H -2.077 -4.455 0.142
```

---

[2]
Formula: C31H25N2O
Source: the Open Molecules 2025 dataset
Level of theory: ωB97M-V/def2-TZVPD

Summary:
Charge: +1
Max |F|, eV/Å: 1.5
Total energy, Eh: -1380.8054
Frontier orbital gap, eV: 5.2
LUMO energy, eV: -4.54
ΔE to the lowest compared entry with this formula, charge and spin, eV: 0.113

```
59
C31H25N2O | the Open Molecules 2025 dataset | ωB97M-V/def2-TZVPD
C 5.118 -1.270 -2.451
C 4.927 0.122 -2.452
C 3.643 0.658 -2.309
C 2.522 -0.165 -2.089
C 1.177 0.533 -1.907
C 0.000 -0.278 -1.877
N -1.272 0.210 -2.195
C -1.505 1.542 -2.348
C -2.778 2.074 -2.461
C -3.884 1.239 -2.417
C -3.684 -0.147 -2.343
C -2.363 -0.685 -2.278
C -2.174 -2.067 -2.227
C -3.272 -2.932 -2.150
C -4.581 -2.417 -2.132
C -4.787 -1.046 -2.236
O 1.184 1.774 -1.758
C 2.720 -1.558 -2.152
C 3.999 -2.105 -2.328
H 6.125 -1.687 -2.545
H 5.772 0.804 -2.549
H 3.509 1.738 -2.361
H 0.143 -1.305 -2.148
H -0.625 2.172 -2.376
H -2.857 3.159 -2.558
H -4.899 1.635 -2.430
H -1.185 -2.512 -2.248
H -3.100 -4.007 -2.106
H -5.429 -3.093 -2.046
H -5.792 -0.615 -2.215
H 1.870 -2.232 -2.062
H 4.125 -3.189 -2.350
C 1.225 1.892 4.514
N 0.736 1.125 3.357
C -0.291 1.688 2.632
C -0.847 2.908 3.038
C -1.918 3.462 2.345
C -2.517 2.754 1.289
C -2.054 1.490 0.957
C -0.862 0.963 1.528
C -0.231 -0.221 1.115
C 0.732 -0.841 1.924
C 1.257 -0.119 3.061
C 2.198 -0.742 3.896
C 2.655 -2.026 3.621
C 2.136 -2.754 2.539
C 1.182 -2.175 1.707
H 2.054 1.379 4.994
H 1.576 2.880 4.183
H 0.426 2.033 5.257
H -0.441 3.419 3.912
H -2.290 4.441 2.645
H -3.366 3.189 0.762
H -2.625 0.845 0.281
H -0.564 -0.732 0.215
H 2.572 -0.237 4.787
H 3.421 -2.448 4.270
H 2.474 -3.775 2.372
H 0.715 -2.753 0.904
```

---

[3]
Formula: C31H25N4O6STi
Source: the Open Molecules 2025 dataset
Level of theory: ωB97M-V/def2-TZVPD

Summary:
Charge: +1
Max |F|, eV/Å: 1.3
Total energy, Eh: -3114.2623
Frontier orbital gap, eV: 6.4
LUMO energy, eV: -4.63
ΔE to the lowest compared entry with this formula, charge and spin, eV: 2.646

```
68
C31H25N4O6STi | the Open Molecules 2025 dataset | ωB97M-V/def2-TZVPD
Ti 0.463 -0.047 0.541
C -1.525 -0.161 1.279
C -1.991 -1.574 1.198
C -2.328 -2.125 0.033
C -2.186 -1.305 -1.170
C -2.029 0.019 -1.102
C -2.103 0.768 0.229
H -1.599 0.233 2.291
H -2.011 -2.155 2.113
H -2.640 -3.157 -0.044
H -2.204 -1.788 -2.140
H -1.957 0.592 -2.012
H -3.128 1.097 0.448
O 0.348 -5.980 -3.312
C 1.137 -5.217 -2.814
O 2.398 -5.196 -2.634
C 0.985 -3.985 -2.013
C 0.964 -4.026 -0.590
C 0.971 -2.869 0.110
N 0.931 -1.648 -0.504
C 1.015 -1.591 -1.868
C 1.023 -2.704 -2.635
C 1.146 -0.201 -2.352
C 1.416 0.157 -3.656
C 1.676 1.489 -3.937
C 1.658 2.421 -2.911
C 1.341 1.998 -1.637
N 1.076 0.714 -1.364
C 1.057 -2.746 1.582
C 1.207 -3.804 2.450
C 1.368 -3.537 3.802
C 1.384 -2.224 4.243
C 1.218 -1.210 3.323
N 1.046 -1.467 2.017
H 0.973 -4.985 -0.092
H 1.076 -2.645 -3.713
H 1.464 -0.597 -4.429
H 1.911 1.793 -4.949
H 1.873 3.466 -3.085
H 1.288 2.690 -0.811
H 1.217 -4.818 2.077
H 1.494 -4.352 4.503
H 1.526 -1.976 5.285
H 1.215 -0.168 3.615
C -4.490 1.318 -5.691
C -3.837 1.837 -4.440
C -2.509 2.263 -4.455
C -1.894 2.726 -3.305
C -2.624 2.747 -2.121
C -3.962 2.366 -2.082
C -4.552 1.905 -3.244
S -1.881 3.345 -0.675
O -0.745 4.150 -1.015
O -2.915 3.839 0.184
N -1.192 1.987 0.180
C -0.851 2.605 1.503
C 0.271 1.915 2.241
O 0.341 1.883 3.429
O 1.220 1.318 1.422
H -4.061 1.776 -6.580
H -5.562 1.510 -5.684
H -4.350 0.238 -5.774
H -1.958 2.250 -5.388
H -0.873 3.077 -3.319
H -4.527 2.441 -1.163
H -5.593 1.607 -3.229
H -1.704 2.697 2.171
H -0.474 3.612 1.306
```

---

[4]
Formula: C31H26Cl3CoN5O4S
Source: the Open Molecules 2025 dataset
Level of theory: ωB97M-V/def2-TZVPD

Summary:
Charge: +1
Max |F|, eV/Å: 1.4
Total energy, Eh: -4932.9437
Frontier orbital gap (alpha / beta), eV: 6.5 / 6.5
LUMO energy (alpha / beta), eV: -4.01 / -3.98

```
71
C31H26Cl3CoN5O4S | the Open Molecules 2025 dataset | ωB97M-V/def2-TZVPD
Co -0.080 -0.410 -0.252
O -0.642 4.735 -1.562
C 0.484 4.696 -0.839
C 1.146 5.908 -0.633
C 2.303 5.964 0.111
C 2.838 4.802 0.675
C 2.202 3.602 0.478
C 1.018 3.521 -0.270
C 0.345 2.237 -0.391
O 0.791 1.197 0.222
N -0.789 2.150 -1.094
N -1.220 0.869 -1.070
C -2.465 0.600 -1.132
C -2.809 -0.780 -0.806
C -4.068 -1.329 -0.969
C -4.301 -2.631 -0.557
C -3.255 -3.345 0.003
C -2.025 -2.728 0.141
N -1.791 -1.477 -0.253
H -1.036 3.838 -1.587
H 0.708 6.796 -1.072
H 2.800 6.913 0.260
H 3.737 4.852 1.273
H 2.597 2.689 0.905
H -3.196 1.377 -1.328
H -4.854 -0.718 -1.393
H -5.277 -3.085 -0.658
H -3.386 -4.362 0.343
H -1.203 -3.253 0.608
Cl 8.908 -7.710 3.014
C 7.605 -6.649 2.618
C 6.909 -6.003 3.627
C 5.888 -5.130 3.291
C 5.568 -4.871 1.965
C 4.495 -3.857 1.620
C 3.139 -4.563 1.548
N 2.196 -3.765 0.769
C 1.868 -3.986 -0.546
C 1.095 -2.934 -0.928
N 0.960 -2.066 0.140
C 1.635 -2.599 1.136
O 4.343 -2.837 2.581
C 5.247 -1.727 2.451
C 6.697 -2.094 2.390
C 7.462 -2.382 3.479
Cl 6.966 -2.339 5.117
S 9.070 -2.818 3.068
C 8.739 -2.594 1.404
C 7.453 -2.221 1.187
C 6.258 -5.564 0.978
Cl 5.855 -5.326 -0.700
C 7.272 -6.454 1.288
H 7.171 -6.176 4.662
H 5.340 -4.613 4.068
H 4.708 -3.421 0.638
H 2.768 -4.696 2.563
H 3.249 -5.532 1.068
H 2.202 -4.857 -1.085
H 0.629 -2.750 -1.881
H 1.756 -2.168 2.116
H 5.053 -1.122 3.334
H 4.977 -1.154 1.558
H 9.523 -2.737 0.676
H 7.053 -2.023 0.201
H 7.794 -6.986 0.505
C 2.214 0.013 -2.886
C 2.129 -0.244 -1.422
O 2.938 -0.312 -0.612
H 3.214 0.362 -3.137
H 1.465 0.739 -3.195
H 2.010 -0.927 -3.401
```

---

Question: max |F| of number 4 (C31H26Cl3CoN5O4S)?
Answer: 1.4 eV/Å